1.
Entry from the Open Molecules 2025 dataset: C7H13NO in the gas phase at a distorted geometry (wB97M-V/def2-TZVPD).

Properties
M: 127.2 g mol⁻¹
E_LUMO: 0.76 eV
E: -404.462055 Ha
Gap between HOMO and LUMO: 10.16 eV
Structure (SMILES): C=C(C)C(C)(C)C(N)=O
ΔE to the lowest compared entry with this formula, charge and spin: 1.7798 eV
Highest occupied orbital energy: -9.4 eV

Cartesian coordinates (Å):
O  2.5503  -0.6380  -0.5932
N  1.7716  -0.4257  1.5465
C  1.6816  -0.3132  0.2185
C  -0.6791  -1.9829  -0.2237
C  0.3166  0.4130  -0.1717
C  -2.2172  -0.2044  0.2752
C  0.0488  1.7563  0.5748
C  -0.9585  -0.5585  0.0381
C  0.3273  0.8082  -1.6866
H  -0.0173  1.7476  -1.8249
H  -3.1404  -0.7930  0.2892
H  2.4487  -0.9689  1.9582
H  -2.3267  0.8788  0.4960
H  -0.9397  1.9536  0.7800
H  -0.3631  0.1844  -2.3644
H  0.1804  -2.3174  0.4318
H  0.5997  1.7441  1.5657
H  -1.6223  -2.4983  -0.0224
H  0.5452  2.5433  -0.0037
H  1.0425  0.1036  2.1812
H  1.2784  0.5454  -2.1231
H  -0.5267  -1.9780  -1.3415

natural (NBO) population analysis, charges in e, atoms 1 to 6: atom 1 (O): -0.609, atom 2 (N): -0.820, atom 3 (C): 0.686, atom 4 (C): -0.668, atom 5 (C): -0.181, atom 6 (C): -0.451

***

2.
Entry from the Open Molecules 2025 dataset: 5 unconnected molecules or ions with the total composition C3H18NO4 at a distorted geometry (wB97M-V/def2-TZVPD).

Properties
M: 132.2 g mol⁻¹
E_LUMO (spin up / spin down): 0.73 / 0.64 eV
Spin multiplicity: 2
E: -480.662196 Ha
Gap between HOMO and LUMO (spin up / spin down): 3.02 / 11.86 eV
ΔE to the lowest compared entry with this formula, charge and spin: 0.5915 eV
Highest occupied orbital energy (spin up / spin down): -2.3 / -11.2 eV

Cartesian coordinates (Å):
O  -1.3861  -1.8781  4.4477
O  -1.1462  -2.7969  2.0033
O  2.7453  5.9936  -1.5319
O  -1.8386  1.3716  -0.2989
N  -0.7388  -1.4518  -0.2719
C  0.5406  -1.6888  -1.0760
C  0.5994  -0.6677  -2.2147
C  1.6063  0.4784  -2.0229
H  -1.4974  -2.4850  2.8779
H  -1.0580  -0.4565  -0.5053
H  -0.5469  -1.4439  4.6547
H  -1.2625  -3.7582  1.9947
H  2.6507  0.3267  -2.1952
H  -0.4149  -0.3163  -2.4260
H  1.5185  0.8282  -0.9742
H  -0.9826  1.8188  -0.3978
H  2.1611  6.7439  -1.3970
H  -2.5000  2.0739  -0.2315
H  0.9442  -1.1224  -3.1433
H  1.4123  -1.5533  -0.4072
H  0.5719  -2.7406  -1.3855
H  1.3674  1.3364  -2.7424
H  3.4377  6.2380  -2.1544
H  -1.6296  -1.9439  -0.5115
H  -1.9778  -1.6249  5.1667
H  -0.5808  -1.7067  0.7308

natural (NBO) population analysis, charges in e, atoms 1 to 6: atom 1 (O): -1.002, atom 2 (O): -1.087, atom 3 (O): -0.947, atom 4 (O): -1.070, atom 5 (N): -0.985, atom 6 (C): -0.322

***

3.
Entry from the Open Molecules 2025 dataset: 2 unconnected molecules or ions with the total composition C9H14 at a distorted geometry (wB97M-V/def2-TZVPD).

Properties
M: 122.2 g mol⁻¹
E_LUMO: 1.03 eV
E: -351.302012 Ha
Gap between HOMO and LUMO: 10.00 eV
Structure (SMILES): Cc1ccccc1.CC
ΔE to the lowest compared entry with this formula, charge and spin: 0.7668 eV
Highest occupied orbital energy: -9.0 eV

Cartesian coordinates (Å):
C  1.4873  1.5214  1.5030
C  -2.4197  -2.8353  -2.1757
C  -0.6502  0.6594  2.1223
C  1.4298  0.8247  0.3055
C  -0.8251  0.1122  0.8396
C  2.4439  1.0333  -0.7717
C  0.2459  0.1527  -0.0318
C  -1.5682  -1.6631  -2.6360
C  0.5305  1.2576  2.4948
H  -2.0949  -3.7755  -2.6229
H  -1.9529  -1.3734  -3.6190
H  0.1181  -0.2028  -1.0449
H  3.1918  0.2307  -0.8525
H  0.7418  1.5841  3.5031
H  -1.2658  0.2335  2.9081
H  -2.4674  -2.9874  -1.1237
H  -1.7993  -0.7453  -2.0840
H  -1.7936  -0.2627  0.5385
H  3.1104  1.8848  -0.5987
H  2.4335  1.9960  1.7002
H  -0.4884  -1.7718  -2.6277
H  -3.4576  -2.6697  -2.4664
H  2.0625  1.1420  -1.7635

natural (NBO) population analysis, charges in e, atoms 1 to 6: atom 1 (C): -0.211, atom 2 (C): -0.606, atom 3 (C): -0.234, atom 4 (C): -0.020, atom 5 (C): -0.201, atom 6 (C): -0.635

***

4.
Entry from the Open Molecules 2025 dataset: a molecular structure, C15H27N5O6Pt at a distorted geometry (wB97M-V/def2-TZVPD).

Properties
M: 568.5 g mol⁻¹
E_LUMO (spin up / spin down): 0.11 / -0.47 eV
Spin multiplicity: 3
E: -1432.006468 Ha
Gap between HOMO and LUMO (spin up / spin down): 5.85 / 7.20 eV
ΔE to the lowest compared entry with this formula, charge and spin: 0.0000 eV
Highest occupied orbital energy (spin up / spin down): -5.7 / -7.7 eV

Cartesian coordinates (Å):
Pt  0.1621  0.1137  -0.1820
O  2.0317  2.3536  -0.3009
O  -2.2071  0.4058  1.5897
O  1.3647  0.9335  -2.3467
O  0.2157  -1.2499  -3.5318
O  -1.7077  -1.9089  0.9436
O  2.7813  -0.8727  -0.9654
N  1.5854  -1.2060  -0.8057
N  1.2730  -0.1009  1.6802
N  -1.2288  1.0487  0.9696
N  0.8224  2.0298  -0.0259
N  -0.6493  -1.7023  0.2322
C  -0.0155  2.9417  0.5276
C  2.5552  -0.0747  4.1556
C  -0.0426  -2.7867  -0.3121
C  -1.1796  0.0709  -1.8843
C  0.6731  -0.6417  2.7582
C  0.4114  4.3527  0.5882
C  3.2418  -0.0028  5.4895
C  -2.0463  3.0809  2.1013
C  3.1759  0.4195  3.0129
C  1.1757  -2.5040  -0.9418
C  2.0488  -3.4084  -1.7072
C  -1.1223  2.3718  1.1794
C  1.2904  -0.6313  3.9994
C  -0.7179  -4.0954  -0.1806
C  2.5348  0.3593  1.7828
H  -0.1301  -4.8797  -0.6718
H  0.7575  -1.0608  4.8376
H  -2.6960  3.7669  1.5396
H  -0.0550  -1.0945  -4.4461
H  1.0369  4.6137  -0.2711
H  1.9577  -3.2106  -2.7845
H  1.2676  1.5998  -3.0703
H  4.1665  0.8657  3.0350
H  -0.3034  -1.0971  2.6285
H  0.7440  -0.4539  -3.2594
H  4.2188  -0.5059  5.4630
H  3.0977  -3.2736  -1.4217
H  1.7571  -4.4442  -1.5382
H  -2.1822  0.1061  -1.4501
H  -1.0785  -0.8077  -2.5054
H  2.6330  -0.4801  6.2634
H  3.0233  0.7120  0.8823
H  0.9769  4.5570  1.5071
H  -0.9745  0.9759  -2.4595
H  -1.7145  -4.0710  -0.6441
H  3.4257  1.0372  5.7967
H  -2.0263  -0.6358  1.3316
H  -1.4843  3.6879  2.8267
H  -0.8481  -4.3761  0.8737
H  1.9959  1.3370  -1.6896
H  -2.6771  2.3742  2.6504
H  -0.4701  4.9993  0.5977

natural (NBO) population analysis, charges in e, atoms 1 to 6: atom 1 (Pt): 1.248, atom 2 (O): -0.567, atom 3 (O): -0.562, atom 4 (O): -1.012, atom 5 (O): -0.974, atom 6 (O): -0.518

***

5.
Entry from the Open Molecules 2025 dataset: a gas-phase ion, C2H7N2OS (charge +1) at a distorted geometry (wB97M-V/def2-TZVPD).

Properties
M: 107.2 g mol⁻¹
E_LUMO: -4.69 eV
Charge: +1
E: -663.069516 Ha
Gap between HOMO and LUMO: 9.87 eV
ΔE to the lowest compared entry with this formula, charge and spin: 0.5464 eV
Highest occupied orbital energy: -14.6 eV

Cartesian coordinates (Å):
S  -1.3954  1.5959  -0.1232
O  1.3229  -1.1907  -0.0057
N  0.5533  0.5785  1.5933
N  -0.8853  -0.7418  -1.3589
C  -0.5893  0.2057  -0.5086
C  0.7589  0.1597  0.2523
H  1.3890  0.6312  2.1844
H  -2.5395  1.6470  -0.9033
H  -0.3760  -1.6141  -1.3292
H  -1.6941  -0.6907  -1.9692
H  1.3790  1.0308  -0.2801
H  2.1873  -1.5623  0.3518
H  -0.1110  -0.0492  2.0964

natural (NBO) population analysis, charges in e, atoms 1 to 6: atom 1 (S): 0.308, atom 2 (O): -0.800, atom 3 (N): -0.832, atom 4 (N): -0.655, atom 5 (C): 0.160, atom 6 (C): 0.195

***

6.
Entry from the Open Molecules 2025 dataset: a molecular structure, C2H2ClP at a distorted geometry (wB97M-V/def2-TZVPD).

Properties
M: 92.5 g mol⁻¹
E_LUMO (spin up / spin down): -1.29 / -1.35 eV
E: -878.755457 Ha
Gap between HOMO and LUMO (spin up / spin down): 7.44 / 7.39 eV
ΔE to the lowest compared entry with this formula, charge and spin: 4.1742 eV
Highest occupied orbital energy (spin up / spin down): -8.7 / -8.7 eV

Cartesian coordinates (Å):
Cl  1.7405  1.4088  0.1673
P  -0.6098  -0.0905  0.0641
C  -0.7405  -1.3615  1.0084
C  0.6865  0.5415  -0.8941
H  0.5186  0.8479  -1.9445
H  -1.5953  -1.3463  1.5989

Partial atomic charges computed with the natural (NBO) method, in multiples of e: atom 1 (Cl): 0.040, atom 2 (P): 0.818, atom 3 (C): -0.661, atom 4 (C): -0.634, atom 5 (H): 0.247, atom 6 (H): 0.190

***

7.
Entry from the Open Molecules 2025 dataset: a molecular structure, C38H36IrN4OPS at a distorted geometry (wB97M-V/def2-TZVPD).

Properties
M: 820.0 g mol⁻¹
E_LUMO: -6.76 eV
Charge: +2
E: -2607.340638 Ha
Gap between HOMO and LUMO: 6.18 eV
ΔE to the lowest compared entry with this formula, charge and spin: 0.0000 eV
Highest occupied orbital energy: -12.9 eV

Cartesian coordinates (Å):
Ir  0.9560  -0.7840  0.5155
S  0.5085  1.0678  1.9333
P  -0.6384  -2.2417  1.0687
O  3.6453  4.1150  -0.3357
N  0.1903  -3.6783  0.7157
N  2.1430  -2.5017  0.7478
N  0.0601  3.6178  1.4401
N  2.0357  2.7682  0.5194
C  -3.1016  -1.3937  0.3204
C  0.6117  -1.6904  -2.3286
C  -1.2255  -2.4010  2.7515
C  0.5327  3.3748  -1.9164
C  -2.2885  -3.3250  -0.8971
C  -2.1016  -2.3409  0.0654
C  3.4954  -2.4257  0.7951
C  -0.0416  -2.9589  -4.3170
C  -0.8553  0.0602  -1.4984
C  -0.0842  5.0233  -3.5495
C  -2.2268  -2.7638  5.3054
C  0.8962  2.6377  1.2174
C  2.2930  -4.8810  0.8592
C  -3.5005  -3.3917  -1.5740
C  0.6031  7.1337  2.7956
C  1.7654  5.4479  -2.0767
C  0.2871  5.0820  1.3912
C  -0.3081  -1.9294  -3.3791
C  0.6989  5.6116  2.7594
C  1.5532  -3.7024  0.7802
C  1.8104  -2.4491  -2.3068
C  1.0947  -3.7030  -4.2371
C  -1.4126  -1.6755  5.0367
C  -0.2781  3.7777  -2.9655
C  -1.4810  -1.1330  -3.4821
C  3.6624  -4.7909  0.9103
C  -2.5564  -3.6658  4.2975
C  -2.0631  -3.4889  3.0187
C  0.9321  5.8606  -3.1010
C  -0.9061  -1.4906  3.7564
C  -1.7379  -0.1469  -2.5865
C  0.2749  -0.6905  -1.3504
C  1.5535  4.2106  -1.4737
C  2.5026  3.7809  -0.4256
C  -4.2938  -1.4546  -0.3753
C  4.2841  -3.5352  0.8770
C  2.0388  -3.4356  -3.2201
C  -4.4952  -2.4638  -1.3160
H  -1.1724  -0.9697  5.8203
H  -2.9467  -0.6200  1.0659
H  1.2222  7.5881  2.0197
H  2.5684  -2.2239  -1.5729
H  -0.7587  -3.1352  -5.1102
H  2.7657  2.1180  0.7753
H  -2.6152  -2.9121  6.3045
H  -2.3439  -4.1839  2.2344
H  -0.2708  -4.5647  0.8760
H  2.9587  -4.0056  -3.1822
H  4.2588  -5.6906  0.9871
H  0.9434  7.5138  3.7570
H  -1.5037  -4.0385  -1.1192
H  1.7222  5.2934  2.9729
H  -0.2688  -0.6449  3.5469
H  1.0793  6.8297  -3.5582
H  1.0401  5.3162  0.6502
H  -1.0508  3.1172  -3.3373
H  -2.1647  -1.3181  -4.3026
H  0.4007  2.3948  -1.4750
H  -0.7200  5.3398  -4.3662
H  1.7876  -5.8364  0.8946
H  3.9178  -1.4293  0.7725
H  0.0536  5.1785  3.5290
H  -1.1035  0.8205  -0.7635
H  5.3579  -3.4320  0.9267
H  -3.6679  -4.1818  -2.2948
H  -5.0723  -0.7288  -0.1795
H  -3.2109  -4.5008  4.5091
H  -5.4347  -2.5194  -1.8503
H  -0.6475  5.5366  1.0653
H  2.5781  6.0752  -1.7319
H  -2.6341  0.4551  -2.6711
H  1.2886  -4.4815  -4.9627
H  -0.7640  3.3384  1.9563
H  -0.4258  7.4654  2.6488

Mulliken population analysis, charges in e, atoms 1 to 6: atom 1 (Ir): 0.856, atom 2 (S): -0.398, atom 3 (P): -0.049, atom 4 (O): -0.501, atom 5 (N): 0.344, atom 6 (N): -0.092